{
  "formula": "C24H84CsN24O28S",
  "method": "the ωB97M-V functional and the def2-TZVPD basis",
  "symbols": ["Cs", "S", "O", "O", "O", "O", "C", "C", "O", "O", "H", "H", "H", "H", "H", "H", "C", "C", "O", "O", "H", "H", "H", "H", "H", "H", "C", "C", "O", "O", "H", "H", "H", "H", "H", "H", "C", "C", "O", "O", "H", "H", "H", "H", "H", "H", "C", "C", "O", "O", "H", "H", "H", "H", "H", "H", "C", "C", "O", "O", "H", "H", "H", "H", "H", "H", "C", "O", "N", "N", "H", "H", "H", "H", "C", "O", "N", "N", "H", "H", "H", "H", "C", "O", "N", "N", "H", "H", "H", "H", "C", "O", "N", "N", "H", "H", "H", "H", "C", "O", "N", "N", "H", "H", "H", "H", "C", "O", "N", "N", "H", "H", "H", "H", "C", "O", "N", "N", "H", "H", "H", "H", "C", "O", "N", "N", "H", "H", "H", "H", "C", "O", "N", "N", "H", "H", "H", "H", "C", "O", "N", "N", "H", "H", "H", "H", "C", "O", "N", "N", "H", "H", "H", "H", "C", "O", "N", "N", "H", "H", "H", "H"],
  "coordinates": [[-0.08584, -0.33946, 2.28496], [0.16544, 0.99831, -1.66920], [1.01737, 1.97201, -0.91962], [-1.15284, 1.02793, -1.03301], [0.14043, 1.44598, -3.07947], [0.77642, -0.34973, -1.58163], [-1.03614, -3.85754, -1.08772], [-1.05564, -5.11332, -0.21817], [-2.00570, -5.05061, 0.85727], [-0.32165, -2.80161, -0.40466], [-2.06649, -3.55424, -1.32546], [-0.58378, -4.01602, -2.05249], [-0.04912, -5.29929, 0.29765], [-1.29484, -6.02469, -0.81561], [-1.91601, -5.86973, 1.33749], [-0.04739, -2.08635, -1.01727], [3.18596, -3.78516, 0.33694], [4.32076, -4.25556, 1.20363], [4.30274, -5.68597, 1.56806], [2.01982, -3.52574, 1.14687], [2.83953, -4.36912, -0.53957], [3.57574, -2.81813, -0.02171], [4.28646, -3.65922, 2.11254], [5.24948, -3.95059, 0.82686], [4.70562, -6.20275, 0.86512], [1.36383, -3.05754, 0.67523], [1.21259, 4.81910, 1.28811], [2.04678, 3.95481, 2.25336], [1.55955, 2.63591, 2.04534], [1.62392, 6.24021, 1.25526], [0.16520, 4.72571, 1.48157], [1.33106, 4.38833, 0.29524], [1.89562, 4.17812, 3.29348], [3.10659, 3.91760, 2.04667], [1.39110, 2.41611, 1.14607], [0.80399, 6.79377, 1.28704], [4.86138, 2.70284, -2.70875], [4.75409, 3.11864, -1.24037], [3.40113, 3.55292, -0.97598], [3.90022, 1.74470, -3.09887], [5.91003, 2.27824, -2.75746], [4.81162, 3.59509, -3.45605], [5.52826, 3.82623, -0.94643], [5.06362, 2.26849, -0.63678], [2.68485, 2.84846, -0.86114], [3.05438, 2.21327, -3.18712], [-3.12994, -3.26404, 3.63901], [-2.99715, -2.33656, 4.75690], [-2.65713, -1.00211, 4.45799], [-1.91716, -3.16815, 2.95366], [-3.82802, -2.82667, 2.97829], [-3.29359, -4.28586, 3.91878], [-2.22653, -2.63669, 5.44941], [-3.95754, -2.31182, 5.31098], [-3.23069, -0.52032, 3.87701], [-2.05976, -3.66552, 2.09420], [-5.90829, 0.79897, 5.48515], [-5.05165, 1.19374, 6.70872], [-3.65425, 0.91058, 6.45922], [-5.56527, 1.51378, 4.33461], [-6.92918, 1.12363, 5.66950], [-5.96325, -0.29394, 5.31238], [-5.43228, 0.69548, 7.60120], [-5.15306, 2.25105, 6.86736], [-3.68075, -0.00039, 6.14464], [-5.34943, 0.94893, 3.51129], [0.28285, 1.60232, 5.53910], [0.92275, 0.56485, 5.42496], [0.91144, 2.82748, 5.56942], [-1.08841, 1.65814, 5.64825], [1.89197, 2.67250, 5.66465], [0.39648, 3.51311, 6.13961], [-1.69213, 0.89004, 5.58178], [-1.65382, 2.54351, 5.53809], [-4.96730, -1.66681, -2.33595], [-4.26254, -2.34024, -1.59498], [-5.91817, -0.73903, -1.91786], [-4.90539, -1.79310, -3.66971], [-6.05930, -0.00973, -2.59111], [-5.78541, -0.43135, -0.95629], [-4.13018, -2.27295, -4.15750], [-5.45067, -1.19638, -4.28160], [-0.32287, -1.95990, -4.25766], [-0.41367, -3.15003, -4.66608], [-1.24453, -1.37913, -3.43974], [0.72940, -1.20342, -4.62970], [-2.04168, -1.89842, -3.03696], [-0.97194, -0.63236, -2.82327], [1.51471, -1.76946, -4.99164], [0.93981, -0.28834, -4.19570], [0.09499, -6.13257, 2.97077], [-1.05941, -6.48909, 3.06080], [0.52072, -4.93329, 3.40275], [1.19187, -7.00827, 2.74962], [1.40962, -4.66215, 2.98331], [-0.25313, -4.23011, 3.29843], [1.17303, -7.99511, 2.52322], [2.12726, -6.63923, 2.60325], [8.11368, -2.10586, 1.15157], [8.98263, -2.39376, 1.94958], [7.31467, -0.98353, 1.22216], [7.89044, -2.81008, -0.03827], [6.48027, -0.87866, 0.65280], [7.57636, -0.32907, 1.92602], [7.29851, -2.34250, -0.65063], [8.46540, -3.66048, -0.19863], [-2.52913, 4.40118, -0.65291], [-3.42949, 3.56442, -0.47591], [-1.34872, 4.23510, -1.28793], [-2.82544, 5.69340, -0.38883], [-0.74466, 5.11634, -1.42438], [-0.81045, 3.41228, -1.18151], [-2.10744, 6.40180, -0.25330], [-3.72882, 5.81104, -0.06688], [-4.16812, 1.42166, -4.27405], [-5.25184, 1.13060, -4.77185], [-4.20914, 2.35313, -3.27950], [-2.97698, 0.88584, -4.48344], [-5.16426, 2.40007, -2.92100], [-3.45661, 2.47585, -2.58030], [-2.87473, 0.12166, -5.15204], [-2.14893, 1.13981, -4.00369], [-3.40625, 0.28835, 1.48800], [-4.31138, -0.01484, 2.22963], [-2.61531, 1.41255, 1.69292], [-2.95775, -0.55480, 0.48740], [-3.02822, 2.22213, 2.05775], [-2.07500, 1.68545, 0.82902], [-3.31706, -1.49189, 0.41637], [-2.45787, -0.14615, -0.33207], [0.31630, -6.57702, -3.50910], [0.44795, -7.72762, -3.19709], [1.44190, -5.79071, -3.84537], [-0.89769, -5.95429, -3.82430], [1.34608, -4.84913, -4.22124], [2.28877, -6.30665, -4.10760], [-0.94126, -4.95577, -4.08067], [-1.66829, -6.18850, -3.24994], [0.30826, 7.37302, -1.39911], [-0.42859, 7.41623, -0.42001], [1.64290, 7.24072, -1.33930], [-0.17146, 7.38558, -2.70710], [1.96519, 6.86215, -0.46357], [2.14952, 6.97380, -2.18129], [-1.21509, 7.38836, -2.72760], [0.49244, 7.48175, -3.46393], [4.10896, -0.74047, -1.14486], [5.32975, -0.91234, -1.06205], [3.42038, -0.94053, -2.23917], [3.46003, -0.28864, -0.03784], [4.01384, -0.87600, -3.06143], [2.48425, -0.48902, -2.30151], [3.92784, -0.11803, 0.79966], [2.55480, 0.17120, -0.11489], [1.29806, 4.84345, -3.88438], [1.95987, 5.87180, -4.09134], [1.72436, 3.90685, -3.02914], [0.11730, 4.59209, -4.59766], [2.32856, 4.17331, -2.27720], [1.19126, 3.03725, -2.99886], [-0.39182, 3.70607, -4.57733], [-0.12438, 5.26407, -5.28364]],
  "lowdin_charge": [0.98, 0.27, -0.39, -0.37, -0.37, -0.39, -0.19, -0.18, -0.09, -0.12, 0.10, 0.08, 0.14, 0.12, 0.05, 0.05, -0.19, -0.19, -0.08, -0.09, 0.14, 0.09, 0.13, 0.08, 0.08, 0.00, -0.17, -0.20, -0.13, -0.11, 0.11, 0.09, 0.10, 0.11, 0.00, 0.08, -0.25, -0.20, -0.13, -0.08, 0.13, 0.14, 0.12, 0.10, 0.07, 0.05, -0.24, -0.24, -0.11, -0.15, 0.11, 0.14, 0.13, 0.13, 0.04, 0.08, -0.27, -0.20, -0.09, -0.10, 0.11, 0.12, 0.11, 0.11, 0.05, 0.09, -0.69, -0.02, 0.14, 0.16, 0.10, 0.11, 0.03, 0.14, -0.67, 0.00, 0.17, 0.16, 0.06, 0.10, 0.12, 0.09, -0.63, -0.05, 0.18, 0.17, 0.10, 0.03, 0.12, 0.08, -0.68, 0.02, 0.17, 0.15, 0.08, 0.10, 0.09, 0.07, -0.67, 0.01, 0.15, 0.14, 0.05, 0.09, 0.03, 0.12, -0.67, -0.02, 0.20, 0.17, 0.12, 0.03, 0.06, 0.07, -0.72, -0.02, 0.15, 0.19, 0.10, 0.08, 0.12, 0.06, -0.67, 0.01, 0.11, 0.17, 0.08, 0.08, 0.09, 0.08, -0.66, 0.03, 0.13, 0.14, 0.07, 0.10, 0.05, 0.07, -0.67, -0.02, 0.19, 0.15, 0.07, 0.09, 0.13, 0.08, -0.72, -0.02, 0.18, 0.20, 0.12, 0.07, 0.09, 0.07, -0.64, -0.04, 0.18, 0.16, 0.06, 0.05, 0.10, 0.08],
  "lumo_ev": 1.50,
  "energy_ha": -4804.7658,
  "total_charge": -1,
  "e_homo_ev": -8.041,
  "relative_energy_kj_mol": 20.5,
  "orbital_gap_ev": 9.543,
  "multiplicity": 1
}